(1)
Formula: C4H10N2O2S
Source: OMol25
Level of theory: wB97M-V/def2-TZVPD

Geometry as XYZ:
```
19
Properties=species:S:1:pos:R:3:forces:R:3
C 0.9269 0.2765 -0.2543 1.8 1.0 2.1
C 2.5388 -1.4441 0.7825 -2.5 2.9 2.2
C -2.6508 2.0048 0.2722 1.0 0.6 3.8
C 2.2721 -0.4842 -0.3407 -2.5 -1.5 -2.9
N -0.1380 0.0135 -0.8486 0.4 -1.5 -2.4
N -2.1034 0.7728 0.8670 -0.5 -1.5 -1.6
O -1.5128 -1.6056 0.2341 -1.1 1.6 -0.4
O -2.8646 -0.3563 -1.4060 1.0 0.8 0.5
S -2.0413 -0.3116 -0.2184 0.3 -2.2 2.7
H 0.8944 1.1158 0.4666 -0.1 -0.4 -0.2
H 3.3974 -1.9698 0.7706 3.4 -1.1 -0.5
H 1.8275 -2.2019 0.6824 -1.6 -1.1 0.4
H 2.4499 -0.9480 1.8077 0.0 -0.7 -1.3
H -2.8925 1.8079 -0.6927 -1.6 0.2 -2.8
H -3.4420 2.3692 0.9705 0.4 -0.1 -1.1
H -1.8111 2.6892 0.2696 -0.1 0.7 0.0
H 2.1262 -1.1231 -1.2973 0.5 0.9 1.3
H 3.0320 0.1888 -0.5842 1.3 1.2 0.0
H -0.0086 -0.7940 -1.4812 -0.2 0.4 0.1
```
Forces are in eV/Å.

Results
ΔE to the lowest compared entry with this formula, charge and spin	251.9	kJ/mol
charge	0
HOMO	-9.46	eV
Kohn-Sham gap	9.618	eV



(2)
Formula: C4H10N2O4
Source: OMol25
Level of theory: wB97M-V/def2-TZVPD

Geometry as XYZ:
```
20
Properties=species:S:1:pos:R:3:forces:R:3
C 1.6180 -1.7629 0.4768 0.1 -0.5 0.1
C 0.4000 0.3726 1.1013 1.0 -1.7 0.7
O 0.3743 -1.0787 0.5478 0.4 0.6 0.6
O -0.6177 0.3639 2.0631 0.1 0.2 -0.6
O 1.4846 0.8749 1.3520 -0.8 0.0 -0.5
H -0.2728 0.8829 2.8050 0.0 0.1 -0.1
H 1.6687 -2.5192 1.2654 0.0 0.1 0.0
H 1.6565 -2.2825 -0.4828 -0.2 0.0 0.0
H 2.5076 -1.1343 0.5288 -0.3 0.3 0.1
C -1.4207 -0.9259 -1.4138 0.1 -0.1 0.3
C -0.3946 1.0454 -0.4635 -0.6 -0.5 -1.3
N 0.3723 2.0864 -1.0399 0.7 0.8 0.0
O -1.6715 1.4891 -0.1494 0.1 0.0 0.1
N -0.2559 -0.1326 -1.1494 0.0 1.3 0.5
H -1.9095 1.1216 0.7150 0.1 0.1 0.0
H 0.2557 2.9941 -0.6037 -0.6 -0.3 0.3
H 1.3705 1.9239 -0.9755 0.0 -0.5 -0.1
H -2.1411 -0.9466 -0.5949 0.0 0.0 -0.1
H -1.9024 -0.4411 -2.2755 0.1 0.1 0.1
H -1.1218 -1.9306 -1.7068 0.0 0.0 0.1
```
Forces are in eV/Å.

Results
ΔE to the lowest compared entry with this formula, charge and spin	436.2	kJ/mol
charge	0
HOMO (alpha / beta)	-8.55 / -8.53	eV
Kohn-Sham gap (alpha / beta)	7.079 / 7.399	eV